1.
# C5H6O2

The molecule C5H6O2 in a non-equilibrium geometry (ωB97M-V/def2-TZVPD, OMol25).

ORCA input file:
```
! RIJCOSX wB97M-V def2-TZVPD def2/J DEFGRID3
* xyz 0 1
C 0.270 -0.940 -1.111
H 0.575 -1.895 1.907
O -0.162 -0.323 0.975
H -0.471 1.769 -1.550
C -0.294 0.080 -0.346
C -0.748 1.481 -0.548
C 0.607 -1.995 -0.269
H 1.117 -2.868 -0.540
O -0.062 2.487 0.178
H -1.828 1.658 -0.265
H 0.489 -0.946 -2.092
C 0.442 -1.473 0.999
H 0.252 2.052 0.972
*
```

## Properties
Highest occupied orbital energy   -0.320 Ha
Energy above the lowest of the compared OMol25 structures with the same formula, charge and spin   37.16 kcal/mol
SMILES string   OCc1ccco1
Max |F|   3.6 eV Å⁻¹

Calculated atomic charges, method Löwdin, unit e:
1. C -0.020
2. H 0.093
3. O 0.044
4. H 0.121
5. C -0.194
6. C -0.192
7. C -0.040
8. H 0.090
9. O -0.056
10. H 0.140
11. H 0.076
12. C -0.136
13. H 0.073

***

2.
# C2H8O2

A cluster of 2 separate species, C2H8O2 in total in a non-equilibrium geometry (ωB97M-V/def2-TZVPD, OMol25).

ORCA input file:
```
! RIJCOSX wB97M-V def2-TZVPD def2/J DEFGRID3
* xyz 0 1
H 2.156 2.894 4.987
O -1.404 -4.325 5.115
H -0.462 -3.855 3.297
H -2.115 -3.197 3.505
H -2.042 -5.005 4.816
C 2.419 2.758 3.925
H 2.518 1.130 2.929
H 3.517 2.727 3.834
H -0.755 -2.518 4.453
H 2.043 3.625 3.356
O 1.844 1.591 3.470
C -1.177 -3.445 4.030
*
```

## Properties
Highest occupied orbital energy   -0.380 Ha
Energy above the lowest of the compared OMol25 structures with the same formula, charge and spin   20.40 kcal/mol
SMILES string   CO.CO
Max |F|   2.2 eV Å⁻¹

Calculated atomic charges, method Löwdin, unit e:
1. H 0.081
2. O -0.137
3. H 0.074
4. H 0.077
5. H 0.086
6. C -0.210
7. H 0.093
8. H 0.082
9. H 0.082
10. H 0.077
11. O -0.123
12. C -0.182

***

no.,E_tot (eV),frontier orbital gap (eV)
1,-9375.484,9.66
2,-6297.526,11.23